a) Molecular formula: C7H11NO
Method: DFT, ωB97M-V/def2-TZVPD

Its structure (SMILES) is C=Cc1cc[nH]c1C.O. For the HOMO energy, the calculation gives -8.087 eV. The orbital gap comes out at 8.912 eV.

```
! wB97M-V def2-TZVPD RIJCOSX def2/J DEFGRID3
* xyz 0 1
C 2.064 0.645 -1.138
C 1.401 0.859 -0.003
C 0.147 0.234 0.384
C -0.831 0.772 1.337
C -1.715 -0.219 1.642
N -1.367 -1.332 0.946
C -0.220 -1.113 0.258
C 0.543 -2.166 -0.458
H 1.804 -0.070 -1.893
H 2.942 1.260 -1.309
H 1.680 1.610 0.731
H -0.716 1.725 1.829
H -2.499 -0.120 2.371
H -1.804 -2.232 0.997
H 0.639 -2.276 -1.536
H 0.498 -3.102 0.102
H 1.602 -1.854 -0.302
O -1.556 2.648 -1.672
H -1.536 2.910 -0.744
H -1.077 1.819 -1.543
*
```

Results of the Löwdin charge analysis, in e, for atoms 1 through 6: atom 1 (C): 0.0119, atom 2 (C): -0.1472, atom 3 (C): -0.2126, atom 4 (C): -0.0582, atom 5 (C): -0.1321, atom 6 (N): 0.0657

b) Molecular formula: C7H11NO
Method: DFT, ωB97M-V/def2-TZVPD

Its structure (SMILES) is C=Cc1cc[nH]c1C.O. For the HOMO energy, the calculation gives -8.134 eV. The orbital gap comes out at 9.077 eV.

```
! wB97M-V def2-TZVPD RIJCOSX def2/J DEFGRID3
* xyz 0 1
C 1.248 -0.779 -1.850
C -0.015 -0.954 -1.482
C -0.551 -0.388 -0.213
C -0.690 -1.075 1.024
C -1.165 -0.186 1.946
N -1.228 1.031 1.325
C -0.852 0.936 0.015
C -0.773 2.102 -0.919
H 1.959 -0.186 -1.296
H 1.647 -1.306 -2.705
H -0.680 -1.563 -2.054
H -0.638 -2.141 1.128
H -1.317 -0.193 3.005
H -1.396 1.895 1.806
H -0.230 2.978 -0.589
H -1.797 2.390 -1.189
H -0.486 1.652 -1.863
O 2.476 -1.295 1.632
H 2.597 -2.146 1.207
H 1.890 -0.774 1.071
*
```

Results of the Löwdin charge analysis, in e, for atoms 1 through 6: atom 1 (C): 0.0143, atom 2 (C): -0.1256, atom 3 (C): -0.2310, atom 4 (C): -0.0697, atom 5 (C): -0.1110, atom 6 (N): 0.0539

Last place for stability: a)

a) Molecular formula: C2H2NO3S
Method: DFT, ωB97M-V/def2-TZVPD

For the HOMO energy (spin up / spin down), the calculation gives -4.743 / -4.743 eV. The orbital gap (spin up / spin down) comes out at 7.190 / 7.190 eV.

```
! wB97M-V def2-TZVPD RIJCOSX def2/J DEFGRID3
* xyz -1 1
C -0.455 0.030 -0.261
C -1.575 -0.955 0.026
N 2.024 -0.489 -0.366
O -2.583 -0.220 0.005
O -1.397 -2.128 0.260
O 0.553 2.386 0.013
S -0.697 1.592 0.103
H 1.986 -0.741 0.618
H 2.144 0.523 -0.398
*
```

Results of the Löwdin charge analysis, in e, for atoms 1 through 6: atom 1 (C): -0.1858, atom 2 (C): -0.8661, atom 3 (N): 0.0229, atom 4 (O): -0.0894, atom 5 (O): 0.0070, atom 6 (O): -0.6350

b) Molecular formula: C2H2NO3S
Method: DFT, ωB97M-V/def2-TZVPD

Its structure (SMILES) is N#CCS(=O)(=O)[O-]. For the HOMO energy, the calculation gives -5.558 eV. The orbital gap comes out at 9.507 eV.

```
! wB97M-V def2-TZVPD RIJCOSX def2/J DEFGRID3
* xyz -1 1
N -1.276 2.019 -0.993
C -0.897 0.972 -0.738
C -0.561 -0.366 -0.602
S 0.970 -0.177 0.757
O 0.228 0.008 1.991
O 1.680 -1.436 0.590
O 1.643 1.050 0.382
H -0.488 -1.083 -1.461
H -1.298 -0.986 0.076
*
```

Results of the Löwdin charge analysis, in e, for atoms 1 through 6: atom 1 (N): 0.1285, atom 2 (C): -0.3931, atom 3 (C): -0.2080, atom 4 (S): 0.4103, atom 5 (O): -0.3797, atom 6 (O): -0.3930

Last place for stability: a)

a) Molecular formula: C4H4N2O2
Method: DFT, ωB97M-V/def2-TZVPD

For the HOMO energy, the calculation gives -8.835 eV. The orbital gap comes out at 8.374 eV.

```
! wB97M-V def2-TZVPD RIJCOSX def2/J DEFGRID3
* xyz 0 1
N 1.673 -0.366 0.525
C 0.850 0.095 1.370
C -0.508 0.207 -0.560
C -1.454 -0.648 -0.113
O -0.671 1.543 -0.694
C 0.840 -0.314 -1.086
O 0.427 0.550 2.350
N 1.363 -0.541 -2.122
H -1.540 1.807 -0.359
H 2.690 -0.318 0.521
H -1.226 -1.700 -0.013
H -2.444 -0.316 0.180
*
```

Results of the Löwdin charge analysis, in e, for atoms 1 through 6: atom 1 (N): 0.1571, atom 2 (C): -0.2960, atom 3 (C): -0.4197, atom 4 (C): 0.0833, atom 5 (O): 0.0668, atom 6 (C): -0.3660

b) Molecular formula: C4H4N2O2
Method: DFT, ωB97M-V/def2-TZVPD

For the HOMO energy, the calculation gives -9.201 eV. The orbital gap comes out at 9.047 eV.

```
! wB97M-V def2-TZVPD RIJCOSX def2/J DEFGRID3
* xyz 0 1
C 0.317 0.950 -0.521
C 0.864 1.273 1.414
C 1.418 2.891 -0.142
C -0.305 -0.348 -0.962
N 0.827 1.992 -1.011
N 0.671 0.467 2.275
O 2.006 3.894 -0.402
O 1.334 2.479 1.216
H 0.438 -1.043 -1.097
H -0.964 -0.336 -1.983
H -0.808 -0.741 -0.053
H 0.698 0.798 3.254
*
```

Results of the Löwdin charge analysis, in e, for atoms 1 through 6: atom 1 (C): -0.0844, atom 2 (C): -0.3363, atom 3 (C): -0.4796, atom 4 (C): -0.0399, atom 5 (N): 0.1395, atom 6 (N): 0.1636

Last place for stability: a)